(1)
{
  "formula": "C11H21N3O3S",
  "method": "the ωB97M-V functional and the def2-TZVPD basis",
  "total_charge": 0,
  "de_lowest_kj_mol": 257.4,
  "smiles": "CNC(=O)[C@H](CS)NC(=O)[C@H](NC(C)=O)C(C)C",
  "elements": ["C", "N", "C", "O", "C", "C", "S", "N", "C", "O", "C", "N", "C", "C", "O", "C", "C", "C", "H", "H", "H", "H", "H", "H", "H", "H", "H", "H", "H", "H", "H", "H", "H", "H", "H", "H", "H", "H", "H"],
  "coordinates": [[-0.121, -4.844, 2.029], [-0.641, -3.938, 1.018], [-0.146, -2.758, 0.809], [0.642, -2.200, 1.643], [-0.707, -1.950, -0.378], [-0.205, -2.474, -1.755], [-1.198, -3.999, -1.974], [-0.346, -0.537, -0.241], [-1.108, 0.510, -0.561], [-2.217, 0.384, -1.015], [-0.526, 1.914, -0.566], [0.863, 2.043, -1.174], [2.064, 1.609, -0.759], [3.274, 1.971, -1.560], [2.205, 0.924, 0.193], [-0.468, 2.600, 0.898], [-0.039, 4.135, 0.776], [-1.792, 2.548, 1.633], [-0.983, -5.364, 2.690], [0.639, -4.380, 2.653], [0.458, -5.669, 1.576], [-1.107, -4.379, 0.365], [-1.802, -1.925, -0.333], [0.726, -2.844, -1.773], [-0.517, -1.902, -2.705], [-2.494, -3.650, -1.928], [0.599, -0.337, -0.113], [-1.232, 2.481, -1.222], [0.866, 2.601, -1.955], [3.496, 1.230, -2.406], [4.136, 2.077, -0.786], [3.257, 2.948, -2.073], [0.255, 1.995, 1.418], [0.974, 3.944, 0.419], [-0.565, 4.618, 0.046], [-0.040, 4.885, 1.623], [-2.428, 3.335, 1.222], [-2.236, 1.580, 1.629], [-1.536, 2.819, 2.635]],
  "lowdin_charge": [-0.053, 0.016, -0.432, 0.019, -0.266, -0.392, 0.743, 0.134, -0.481, 0.068, -0.111, 0.119, -0.617, -0.011, 0.079, -0.319, -0.045, -0.070, 0.131, 0.073, 0.081, -0.013, 0.139, 0.026, 0.111, -0.116, 0.085, 0.164, 0.101, 0.108, 0.121, 0.070, 0.118, 0.059, 0.031, 0.102, 0.089, 0.067, 0.074]
}



(2)
{
  "formula": "C11H21N3O4",
  "method": "the ωB97M-V functional and the def2-TZVPD basis",
  "total_charge": 0,
  "de_lowest_kj_mol": 1564.9,
  "elements": ["C", "H", "O", "C", "C", "N", "C", "O", "C", "O", "N", "H", "C", "H", "C", "N", "C", "C", "H", "O", "C", "C", "H", "H", "H", "H", "H", "H", "H", "H", "H", "H", "H", "H", "H", "H", "H", "H", "H"],
  "coordinates": [[6.430, -1.209, 1.623], [6.285, -1.152, 2.591], [5.645, -0.273, 0.836], [5.743, -0.375, -0.555], [4.694, 0.426, -1.311], [3.269, 0.039, -0.921], [2.263, 0.699, -0.215], [2.389, 2.009, -0.143], [1.017, 0.025, -0.326], [1.029, -1.195, -0.642], [0.050, 0.891, 0.408], [0.238, 1.748, 0.515], [-1.209, 0.031, 0.480], [-1.513, 0.501, 1.661], [-2.221, 0.875, -0.522], [-3.659, 0.441, -0.192], [-4.236, 0.643, 0.970], [-5.808, 0.521, 0.788], [-6.221, 0.866, 1.564], [-6.066, -0.713, 0.463], [-5.388, -1.108, -0.921], [-3.951, -0.821, -0.503], [-3.327, -1.036, -1.537], [-3.543, -1.555, 0.301], [-5.585, -1.978, -1.276], [-5.605, -0.453, -1.675], [-6.118, 1.069, -0.083], [-4.055, 2.017, 1.125], [-4.015, 0.143, 1.874], [-1.827, 0.655, -1.340], [-2.173, 2.084, -0.279], [-1.242, -0.890, 0.293], [3.135, -0.801, -1.157], [4.867, 0.580, -2.249], [4.690, 1.516, -0.673], [5.611, -1.154, -0.908], [6.733, 0.013, -0.936], [6.274, -2.229, 1.469], [7.401, -0.850, 1.402]],
  "lowdin_charge": [-0.035, 0.035, -0.138, -0.231, -0.045, 0.118, -0.297, -0.018, -0.316, 0.068, 0.114, 0.016, -0.062, 0.195, -0.048, -0.243, -0.227, -0.279, 0.053, -0.100, 0.006, -0.261, 0.182, 0.159, 0.056, 0.095, 0.124, 0.207, 0.097, 0.012, 0.171, 0.009, 0.025, 0.052, 0.191, -0.005, 0.157, 0.078, 0.087]
}



(3)
{
  "formula": "C11H21N3O4",
  "method": "the ωB97M-V functional and the def2-TZVPD basis",
  "total_charge": 0,
  "de_lowest_kj_mol": 429.3,
  "smiles": "CC[C@H](C)[C@H](N)C(=O)N[C@@H](CCC(N)=O)C(=O)O",
  "elements": ["C", "C", "C", "C", "C", "N", "C", "O", "N", "C", "C", "C", "C", "N", "O", "C", "O", "O", "H", "H", "H", "H", "H", "H", "H", "H", "H", "H", "H", "H", "H", "H", "H", "H", "H", "H", "H", "H", "H"],
  "coordinates": [[4.921, 0.159, -0.751], [3.521, 0.643, -0.435], [2.816, -0.319, 0.552], [2.415, -1.586, -0.382], [1.676, 0.400, 1.178], [0.914, -0.545, 1.943], [0.830, 1.085, 0.198], [1.021, 2.191, -0.192], [-0.326, 0.414, -0.257], [-1.622, 0.986, -0.768], [-2.507, 0.056, -1.564], [-2.976, -1.066, -0.851], [-4.375, -0.605, -0.226], [-4.742, -1.366, 0.788], [-4.794, 0.458, -0.596], [-2.266, 1.231, 0.505], [-2.473, 0.443, 1.356], [-2.939, 2.620, 0.465], [5.139, 0.006, -1.770], [5.649, 1.008, -0.428], [5.097, -0.867, -0.302], [3.346, 1.666, 0.109], [2.859, 0.708, -1.311], [3.529, -0.767, 1.299], [3.337, -1.922, -0.828], [1.859, -1.138, -1.252], [1.918, -2.368, 0.133], [2.142, 1.178, 1.858], [1.379, -0.525, 2.915], [-0.057, -0.501, 2.266], [-0.141, -0.552, 0.132], [-1.448, 1.832, -1.404], [-2.000, -0.133, -2.538], [-3.401, 0.658, -1.856], [-2.378, -1.622, -0.098], [-3.253, -1.876, -1.512], [-5.168, -0.816, 1.590], [-3.922, -1.894, 0.899], [-3.582, 2.725, 1.135]],
  "lowdin_charge": [-0.108, -0.248, -0.328, -0.041, -0.366, 0.032, -0.480, 0.103, 0.127, -0.194, -0.177, -0.140, -0.554, 0.175, 0.064, -0.367, 0.135, 0.039, 0.042, 0.106, 0.084, 0.138, 0.108, 0.150, 0.051, 0.088, 0.049, 0.175, 0.128, 0.081, 0.137, 0.158, 0.147, 0.142, 0.128, 0.124, 0.166, 0.069, 0.057]
}



(4)
{
  "formula": "C11H21N3O4",
  "method": "the ωB97M-V functional and the def2-TZVPD basis",
  "total_charge": 0,
  "de_lowest_kj_mol": 479.1,
  "elements": ["C", "C", "C", "C", "C", "C", "C", "C", "C", "C", "C", "H", "H", "H", "H", "H", "H", "H", "H", "H", "H", "H", "H", "H", "H", "H", "H", "H", "H", "H", "H", "H", "N", "N", "N", "O", "O", "O", "O"],
  "coordinates": [[-2.455, 1.120, 0.321], [-0.961, 1.286, -0.139], [-2.894, -0.291, -0.275], [-4.194, -0.923, 0.172], [-4.492, -2.078, -0.729], [-4.490, -1.164, 1.629], [1.339, 0.835, 0.147], [1.458, -0.254, -0.951], [2.292, 0.640, 1.365], [3.778, 0.763, 0.894], [4.161, -0.662, 0.487], [-2.662, 3.225, 0.134], [-3.139, 2.241, -1.207], [-2.308, 1.050, 1.357], [-2.794, -0.441, -1.412], [-1.899, -0.804, 0.048], [-4.856, 0.002, -0.151], [-3.800, -2.954, -0.487], [-4.366, -1.862, -1.825], [-5.438, -2.389, -0.442], [-5.826, -0.976, 1.774], [-3.993, -0.281, 2.378], [-4.204, -2.229, 2.135], [-0.175, -0.110, 1.175], [1.508, 1.849, -0.319], [2.264, 1.409, 2.103], [2.143, -0.438, 1.716], [4.113, 1.409, 0.151], [4.301, 1.006, 1.803], [5.304, -1.763, -0.769], [5.516, -0.023, -0.720], [0.296, -1.453, -2.169], [-3.168, 2.336, -0.199], [-0.014, 0.822, 0.731], [5.159, -0.926, -0.342], [-0.633, 1.910, -1.190], [2.428, -0.186, -1.712], [3.413, -1.536, 0.979], [0.408, -1.155, -1.091]],
  "lowdin_charge": [-0.278, -0.432, -0.154, -0.541, -0.106, -0.119, -0.211, -0.410, -0.111, -0.089, -0.531, 0.112, 0.061, 0.102, 0.140, 0.118, 0.163, 0.109, 0.096, 0.042, 0.157, 0.114, 0.102, 0.164, 0.173, 0.102, 0.133, 0.092, 0.113, 0.080, 0.138, 0.248, 0.035, 0.078, 0.203, 0.024, 0.078, -0.019, 0.021]
}



Copy entry 2 word for word.
{
  "formula": "C11H21N3O4",
  "method": "the ωB97M-V functional and the def2-TZVPD basis",
  "total_charge": 0,
  "de_lowest_kj_mol": 1564.9,
  "elements": ["C", "H", "O", "C", "C", "N", "C", "O", "C", "O", "N", "H", "C", "H", "C", "N", "C", "C", "H", "O", "C", "C", "H", "H", "H", "H", "H", "H", "H", "H", "H", "H", "H", "H", "H", "H", "H", "H", "H"],
  "coordinates": [[6.430, -1.209, 1.623], [6.285, -1.152, 2.591], [5.645, -0.273, 0.836], [5.743, -0.375, -0.555], [4.694, 0.426, -1.311], [3.269, 0.039, -0.921], [2.263, 0.699, -0.215], [2.389, 2.009, -0.143], [1.017, 0.025, -0.326], [1.029, -1.195, -0.642], [0.050, 0.891, 0.408], [0.238, 1.748, 0.515], [-1.209, 0.031, 0.480], [-1.513, 0.501, 1.661], [-2.221, 0.875, -0.522], [-3.659, 0.441, -0.192], [-4.236, 0.643, 0.970], [-5.808, 0.521, 0.788], [-6.221, 0.866, 1.564], [-6.066, -0.713, 0.463], [-5.388, -1.108, -0.921], [-3.951, -0.821, -0.503], [-3.327, -1.036, -1.537], [-3.543, -1.555, 0.301], [-5.585, -1.978, -1.276], [-5.605, -0.453, -1.675], [-6.118, 1.069, -0.083], [-4.055, 2.017, 1.125], [-4.015, 0.143, 1.874], [-1.827, 0.655, -1.340], [-2.173, 2.084, -0.279], [-1.242, -0.890, 0.293], [3.135, -0.801, -1.157], [4.867, 0.580, -2.249], [4.690, 1.516, -0.673], [5.611, -1.154, -0.908], [6.733, 0.013, -0.936], [6.274, -2.229, 1.469], [7.401, -0.850, 1.402]],
  "lowdin_charge": [-0.035, 0.035, -0.138, -0.231, -0.045, 0.118, -0.297, -0.018, -0.316, 0.068, 0.114, 0.016, -0.062, 0.195, -0.048, -0.243, -0.227, -0.279, 0.053, -0.100, 0.006, -0.261, 0.182, 0.159, 0.056, 0.095, 0.124, 0.207, 0.097, 0.012, 0.171, 0.009, 0.025, 0.052, 0.191, -0.005, 0.157, 0.078, 0.087]
}